Record 1
Formula: C5H13NO
Source: the Open Molecules 2025 dataset
Level of theory: ωB97M-V/def2-TZVPD

Geometry as XYZ:
```
20
Properties=species:S:1:pos:R:3:forces:R:3
C -2.05096 1.77572 0.92481 0.4 0.7 0.3
C -2.41912 0.32307 0.80697 0.4 -0.4 -0.8
N -1.52828 -0.54270 1.38035 0.7 0.2 0.5
O -3.39081 -0.05304 0.19176 -0.3 -0.1 0.1
H -2.27655 2.16113 1.91464 -0.3 0.0 0.2
H -2.57980 2.37964 0.19403 -0.2 -0.2 0.0
H -0.98388 1.99288 0.81006 0.0 -0.4 -0.2
H -1.51362 -1.53335 1.20944 -0.6 0.0 -0.2
H -0.63433 -0.18315 1.67160 -0.1 0.1 0.1
C 0.62176 -1.28438 -1.35900 1.3 -1.2 1.3
C 1.99905 -0.98863 -0.71863 -0.1 -0.3 -0.3
C 2.16504 0.49831 -0.41724 0.4 -0.2 0.0
H 0.72649 -0.98311 -2.39139 -0.9 0.2 -0.2
H -0.16234 -0.87290 -0.73235 -0.2 0.7 -0.6
H 0.42962 -2.36490 -1.25509 0.2 0.2 -0.6
H 2.16304 -1.62216 0.14909 -0.2 0.2 0.5
H 2.78752 -1.34221 -1.39044 -0.1 0.2 -0.2
H 1.69292 0.75965 0.52450 -0.4 0.1 0.0
H 3.20957 0.78696 -0.27394 0.0 -0.1 -0.2
H 1.74467 1.09317 -1.23918 0.1 0.0 0.3
```
Positions in Å, forces in eV/Å.

Computed properties:
**Max |F|**: 2.2 eV Å⁻¹
**E_tot**: -328.30786 a.u.
**Energy above the lowest of the compared OMol25 structures with the same formula, charge and spin**: 0.299 eV
**Gap between HOMO and LUMO**: 10.6838 eV

Mulliken atomic charge list, values in e, 8 entries:
1 C -0.978
2 C 0.716
3 N -0.437
4 O -0.614
5 H 0.310
6 H 0.301
7 H 0.259
8 H 0.251

Record 2
Formula: C6H14NO
Source: the Open Molecules 2025 dataset
Level of theory: ωB97M-V/def2-TZVPD

Geometry as XYZ:
```
22
Properties=species:S:1:pos:R:3:forces:R:3
C 2.41188 1.63397 -2.59360 -0.3 0.1 0.4
C 1.91507 1.74482 -1.17934 -0.9 -0.6 0.0
C 1.17969 0.74122 -0.56592 1.3 0.4 0.4
N 0.74204 0.96525 0.81283 -0.1 -0.2 -0.8
H 2.34717 0.60068 -2.93194 0.0 -0.1 -0.1
H 1.83286 2.24714 -3.28560 0.1 0.1 -0.1
H 3.45682 1.94133 -2.63989 0.0 0.0 -0.2
H 2.23640 2.59189 -0.58784 0.2 0.0 0.1
H 0.71085 -0.10477 -1.03487 -0.1 0.0 -0.2
H 1.36332 1.62634 1.24611 0.2 0.3 0.2
H -0.23596 1.39738 0.89228 -0.3 0.3 0.2
H 0.76583 0.09277 1.33848 -0.1 -0.1 0.0
C -3.35457 -0.82792 0.37417 0.3 -0.2 0.2
C -2.07603 -0.97721 1.14656 -0.4 0.0 0.1
C -1.06828 -1.69913 0.69336 -0.1 0.5 -0.5
O 0.16218 -1.74328 1.28950 0.2 -0.5 0.4
H -3.71056 0.19398 0.46632 -0.1 0.1 -0.2
H -3.20193 -1.08337 -0.66994 -0.1 0.1 -0.2
H -4.11330 -1.49268 0.77839 -0.2 0.0 0.1
H -2.05318 -0.50184 2.11832 0.3 0.0 0.1
H -1.10470 -2.16811 -0.28118 -0.1 -0.1 -0.1
H 0.61498 -2.52890 0.96618 0.2 0.2 0.1
```
Positions in Å, forces in eV/Å.

Computed properties:
**Expectation value of S²**: 0.755
**Max |F|**: 1.4 eV Å⁻¹
**Multiplicity**: 2
**E_tot**: -366.82999 a.u.
**Energy above the lowest of the compared OMol25 structures with the same formula, charge and spin**: 2.719 eV
**Gap between HOMO and LUMO (alpha / beta)**: 3.9648 / 9.0373 eV

Mulliken atomic charge list, values in e, 8 entries:
1 C -1.013
2 C -0.270
3 C -0.491
4 N -0.744
5 H 0.303
6 H 0.252
7 H 0.284
8 H 0.201

Record 3
Formula: C3H8ClNS
Source: the Open Molecules 2025 dataset
Level of theory: ωB97M-V/def2-TZVPD

Geometry as XYZ:
```
14
Properties=species:S:1:pos:R:3:forces:R:3
C 2.24036 0.64891 -0.32380 0.2 -0.3 0.0
C -0.58154 0.16403 0.04478 -3.6 0.5 0.4
C -2.07884 0.35382 0.18527 -0.4 0.4 -0.1
H 0.53012 -2.22811 0.48780 -0.2 0.0 0.0
H 2.02658 1.71541 -0.26821 -0.1 0.0 0.0
H 3.21209 0.34796 -0.72420 -0.1 0.1 -0.1
H -0.22465 -0.62601 0.70918 -2.0 0.4 0.2
H -0.31666 -0.10221 -0.98294 -0.7 0.0 0.1
H -0.06899 1.09801 0.30582 -1.1 0.2 0.1
H -2.45015 1.13274 -0.48120 -0.1 -0.1 0.0
H -2.35843 0.60973 1.20985 0.0 -0.1 -0.1
N 1.33897 -0.14828 0.08221 7.5 -1.2 -0.5
S 1.70113 -1.82078 -0.01545 0.6 0.1 -0.1
Cl -2.96999 -1.14520 -0.22911 0.0 -0.1 0.0
```
Positions in Å, forces in eV/Å.

Computed properties:
**Max |F|**: 7.6 eV Å⁻¹
**E_tot**: -1032.09948 a.u.
**Energy above the lowest of the compared OMol25 structures with the same formula, charge and spin**: 3.680 eV
**Gap between HOMO and LUMO**: 9.5781 eV

Mulliken atomic charge list, values in e, 8 entries:
1 C -0.250
2 C -0.678
3 C -0.485
4 H 0.137
5 H 0.219
6 H 0.240
7 H 0.145
8 H 0.430

Record 4
Formula: C4H9O3S
Source: the Open Molecules 2025 dataset
Level of theory: ωB97M-V/def2-TZVPD

Geometry as XYZ:
```
17
Properties=species:S:1:pos:R:3:forces:R:3
O 0.90510 2.23078 0.50349 0.8 -1.7 0.0
C 1.29443 1.08076 0.14724 -3.0 1.7 -2.0
O 2.25220 0.38325 0.45223 1.3 -0.4 1.0
C 0.34319 0.41785 -1.10544 1.6 2.9 2.2
C -1.13790 0.70976 -0.91028 1.8 -1.2 1.4
C -1.67798 -0.26566 0.12404 -6.6 0.5 -3.7
S -3.36045 0.09107 0.65904 2.6 -0.7 -0.3
H 0.74316 -0.56131 -1.20165 -0.5 -1.3 -0.2
H 0.70058 0.99026 -1.94245 0.2 0.2 -0.6
H -1.38861 1.64231 -0.45846 0.7 1.2 0.0
H -1.53061 0.72590 -1.90432 -1.3 -0.8 -0.3
H -1.56573 -1.29375 -0.18658 0.4 -0.5 0.6
H -0.88748 -0.21505 1.00435 2.8 0.3 3.6
H -0.27215 -0.17547 1.67997 -0.7 0.0 -1.4
H 1.21408 -2.38784 0.90215 -0.7 0.2 -0.3
H 2.26049 -1.17736 1.08831 -0.7 -1.7 -0.5
O 2.10765 -2.19552 1.14833 1.3 1.3 0.6
```
Positions in Å, forces in eV/Å.

Computed properties:
**Net charge**: -1
**Max |F|**: 7.6 eV Å⁻¹
**E_tot**: -781.63186 a.u.
**Energy above the lowest of the compared OMol25 structures with the same formula, charge and spin**: 4.730 eV
**Gap between HOMO and LUMO**: 5.9634 eV

Mulliken atomic charge list, values in e, 8 entries:
1 O -0.676
2 C 0.412
3 O -0.753
4 C -0.636
5 C -0.459
6 C -0.113
7 S -0.311
8 H 0.237

Record 5
Formula: C30H34N4O6ReS2
Source: the Open Molecules 2025 dataset
Level of theory: ωB97M-V/def2-TZVPD

Geometry as XYZ:
```
77
Properties=species:S:1:pos:R:3:forces:R:3
Re 0.09435 0.01809 0.87257 0.0 -0.7 1.2
O 2.65669 2.32086 2.78025 -0.3 -0.2 -0.3
C 2.78303 1.67338 1.73855 1.6 0.8 1.2
O 1.85582 1.22206 1.01466 -2.5 -0.9 -0.8
C 4.21166 1.44587 1.23780 -0.3 0.0 0.1
C 5.19545 2.28674 1.73803 0.1 0.2 0.2
C 6.52526 2.16154 1.37397 0.1 0.3 0.2
C 6.88792 1.17141 0.47008 0.1 -0.1 -0.1
C 5.92678 0.33348 -0.04542 0.6 0.2 0.2
C 4.58277 0.44580 0.32659 -0.6 -0.2 -0.9
S 3.50447 -0.67874 -0.42703 0.9 0.9 -1.1
H 4.88056 3.05837 2.43211 0.0 -0.1 0.0
H 7.28022 2.82166 1.78961 -0.1 0.0 0.0
H 7.92128 1.05895 0.15759 0.0 0.0 0.0
H 6.19057 -0.43620 -0.75643 0.0 -0.1 0.0
O -1.10336 1.79798 0.95552 0.7 -1.3 0.3
C -1.33628 2.96941 0.50480 -0.1 0.9 -0.5
C -2.24229 3.80128 1.22432 0.0 -0.3 0.1
C -2.59806 5.05696 0.80452 0.0 0.1 -0.1
C -2.07351 5.58105 -0.37533 -0.1 0.2 -0.1
C -1.17412 4.82003 -1.09034 0.0 -0.1 0.0
C -0.77633 3.54504 -0.68224 -0.4 -0.1 0.7
C 0.27342 2.86558 -1.39883 0.5 -0.1 -0.5
N 0.57682 1.58283 -1.41389 -0.5 0.2 0.5
C 1.70254 1.45973 -2.16549 0.5 0.4 -0.4
C 2.09398 2.67635 -2.63609 0.1 -0.3 -0.2
N 1.17015 3.56905 -2.16160 -0.3 0.0 0.2
H -2.65516 3.39404 2.13669 0.0 -0.1 0.1
H -3.29673 5.64971 1.38572 0.0 -0.1 0.1
H -2.35982 6.56631 -0.72643 0.0 0.0 0.0
H -0.78384 5.22565 -2.01876 0.0 0.0 0.0
H 2.20983 0.52344 -2.26908 0.2 0.0 0.0
H 2.91810 2.97812 -3.25443 0.1 0.0 0.0
H 1.20757 4.57025 -2.25184 0.0 -0.2 0.1
C -0.54886 -2.38568 -3.84605 0.4 0.7 0.4
S 0.47559 -1.26299 -2.75174 0.3 -1.4 -2.1
C 2.08738 -2.04096 -3.24276 -0.6 0.5 0.2
O 0.21118 -1.71621 -1.39639 -0.3 -0.6 1.0
H -0.26882 -2.23210 -4.88152 0.1 0.0 -0.2
H -1.58528 -2.10856 -3.69525 -0.2 0.1 0.0
H -0.40941 -3.41580 -3.54550 0.2 -0.2 0.2
H 2.35764 -1.68375 -4.23131 0.0 0.1 -0.2
H 2.01803 -3.12196 -3.21612 -0.2 -0.2 0.0
H 2.82168 -1.71707 -2.50900 0.1 0.1 0.0
C -3.99743 0.90331 0.44215 0.0 -0.1 -0.1
C -3.89130 -0.34043 -0.43653 0.0 0.2 -0.1
C -2.83973 -0.19325 -1.53114 0.0 0.0 0.1
C -3.67740 -1.55991 0.42941 0.8 0.3 0.0
C -4.78304 -2.35621 0.63880 -0.4 -0.6 0.2
C -4.74251 -3.51850 1.39452 0.2 0.2 0.0
C -3.51051 -3.88992 1.91701 -0.7 -0.2 0.0
C -2.37407 -3.12923 1.75756 0.6 0.6 -0.2
C -1.08777 -3.69534 2.30580 0.1 0.0 0.1
C -0.11618 -3.94755 1.15481 -0.1 0.1 0.1
C -0.50546 -2.80665 3.40159 0.0 0.1 -0.1
C -2.40776 -1.86807 1.04585 -2.9 -2.0 0.2
N -1.36743 -1.06719 0.95546 3.9 2.9 -0.2
H -4.04778 1.80376 -0.16688 0.0 0.2 0.0
H -3.11977 0.96593 1.07728 0.0 0.1 0.1
H -4.89108 0.85002 1.06466 -0.1 0.0 0.1
H -4.85907 -0.47422 -0.94536 0.1 -0.1 0.1
H -1.84866 -0.04856 -1.10518 -0.1 0.0 -0.2
H -3.07304 0.65753 -2.16933 0.0 0.1 -0.1
H -2.82716 -1.09817 -2.13577 0.1 -0.1 -0.1
H -5.72675 -2.06764 0.18382 0.1 0.1 0.0
H -5.63060 -4.12169 1.55429 0.1 0.0 0.0
H -3.44313 -4.81851 2.47871 0.1 0.1 0.0
H -1.32086 -4.67057 2.76445 -0.1 0.2 -0.1
H 0.01046 -3.04091 0.56977 0.2 -0.2 -0.1
H -0.51643 -4.72725 0.50653 0.0 -0.1 -0.1
H 0.85367 -4.26380 1.52767 0.2 0.0 0.0
H -0.28349 -1.82099 2.99839 0.1 -0.1 0.3
H 0.41549 -3.23583 3.79148 0.1 0.0 0.0
H -1.22439 -2.69522 4.21458 -0.1 0.0 0.1
O 3.38871 -2.31771 1.85369 -1.2 1.0 0.6
N 2.55997 -1.91271 1.02748 1.3 -3.6 -1.5
O 1.47563 -1.34556 1.47995 -2.4 2.1 1.6
```
Positions in Å, forces in eV/Å.

Computed properties:
**Net charge**: -2
**Expectation value of S²**: 1.100
**Max |F|**: 4.9 eV Å⁻¹
**Multiplicity**: 2
**E_tot**: -2708.56590 a.u.
**Energy above the lowest of the compared OMol25 structures with the same formula, charge and spin**: 1.974 eV
**Gap between HOMO and LUMO (alpha / beta)**: 4.0468 / 4.0287 eV

Mulliken atomic charge list, values in e, 8 entries:
1 Re 0.525
2 O -0.788
3 C 0.242
4 O -0.212
5 C -0.140
6 C -0.717
7 C -0.546
8 C -0.355

Record 6
Formula: C21H33N5O2
Source: the Open Molecules 2025 dataset
Level of theory: ωB97M-V/def2-TZVPD

Geometry as XYZ:
```
61
Properties=species:S:1:pos:R:3:forces:R:3
C 4.74687 1.17779 4.19673 -0.3 0.1 0.1
C 3.24331 1.40449 4.00110 0.3 0.1 0.0
C 3.01999 2.59243 3.05370 -0.1 -0.2 0.3
N 2.61207 0.15106 3.63409 -0.1 -0.1 0.1
C 2.82832 -0.38525 2.31313 0.0 0.1 -0.1
C 1.77230 0.02356 1.27061 0.0 -0.3 0.2
C 0.36949 -0.33508 1.77891 0.2 0.3 0.2
N -0.74904 -0.03897 0.89193 0.0 -0.1 0.1
C -0.83176 1.29125 0.31757 0.1 0.2 -0.2
C -0.21220 1.42634 -1.07897 -0.1 0.1 0.2
N -0.78404 0.42658 -1.96000 0.1 0.1 -0.1
C -0.33098 0.57107 -3.32940 0.0 0.1 0.2
C -1.17463 -0.22900 -4.28510 -0.7 0.0 0.3
C -0.56054 -0.76628 -5.45381 -0.1 -0.3 -0.6
C -1.24257 -1.48706 -6.38544 0.5 0.1 0.0
C -2.61525 -1.69884 -6.15190 -1.3 0.1 0.8
N -3.54465 -2.34348 -6.83231 0.9 -0.1 -0.5
O -4.66908 -2.21524 -6.13210 -0.2 -0.1 -0.1
N -4.51856 -1.51024 -5.01312 0.2 0.6 0.9
C -3.24611 -1.15730 -4.97035 -0.2 -0.8 -1.3
C -2.50613 -0.41049 -4.03687 0.5 0.3 0.2
C -0.49718 -0.89470 -1.43554 0.0 -0.2 0.2
C -1.14993 -1.07138 -0.05523 -0.2 -0.2 -0.5
C -2.68084 -1.11421 -0.19946 0.1 -0.1 0.5
C -3.38149 -1.37946 1.13515 0.0 -0.2 -0.3
O -3.29210 -0.29888 2.02553 0.0 0.4 0.3
C 0.16291 0.33726 3.14227 0.2 -0.4 0.0
C 1.27425 -0.11000 4.10398 -0.2 0.1 0.0
H 4.90854 0.29510 4.80885 0.0 -0.1 0.1
H 5.19261 2.03661 4.69170 0.1 0.1 0.0
H 5.25076 1.03539 3.24409 0.1 0.0 -0.1
H 2.82176 1.67134 4.97740 0.0 0.0 -0.1
H 1.96053 2.79881 2.92419 -0.1 0.1 -0.1
H 3.48752 3.48020 3.47364 0.1 0.1 0.0
H 3.46800 2.40310 2.08104 0.0 0.0 -0.1
H 3.81963 -0.09230 1.96613 0.0 -0.1 0.0
H 2.81532 -1.48048 2.39892 0.1 0.0 -0.1
H 1.83292 1.09548 1.08546 0.0 0.1 -0.1
H 1.98570 -0.50244 0.33753 0.0 0.1 -0.1
H 0.34378 -1.41943 1.94911 0.0 0.1 0.0
H -1.89061 1.55879 0.23909 0.1 0.1 0.0
H -0.35924 2.00425 0.99337 0.0 0.0 0.0
H 0.88733 1.33125 -1.02925 0.0 0.0 0.0
H -0.45023 2.41843 -1.47218 0.0 0.0 0.0
H -0.41732 1.62974 -3.60088 0.1 0.0 0.0
H 0.73244 0.28758 -3.44330 -0.1 0.0 0.0
H 0.49566 -0.58466 -5.59398 0.1 0.0 0.0
H -0.77387 -1.89017 -7.26778 0.1 0.0 -0.1
H -2.97380 -0.00599 -3.15610 0.0 0.1 0.2
H 0.59433 -1.06043 -1.35606 -0.1 0.0 -0.1
H -0.90027 -1.64216 -2.12222 0.0 0.0 0.0
H -0.82648 -2.03828 0.34832 0.0 0.1 0.0
H -2.94112 -1.91087 -0.89745 0.0 0.0 -0.1
H -3.03666 -0.17087 -0.61091 -0.1 0.0 -0.1
H -2.95524 -2.28666 1.59445 -0.1 0.0 -0.1
H -4.44859 -1.55150 0.96874 0.1 -0.1 0.0
H -2.36291 -0.01281 2.00535 0.0 -0.1 -0.1
H 0.17913 1.42257 3.03876 0.0 0.1 0.0
H -0.80607 0.05324 3.55512 -0.1 0.0 0.0
H 1.13895 0.36656 5.07680 0.0 -0.1 0.0
H 1.18508 -1.19536 4.24695 -0.1 0.0 0.1
```
Positions in Å, forces in eV/Å.

Computed properties:
**Max |F|**: 1.6 eV Å⁻¹
**E_tot**: -1244.15953 a.u.
**Energy above the lowest of the compared OMol25 structures with the same formula, charge and spin**: 5.016 eV
**Gap between HOMO and LUMO**: 7.7116 eV

Mulliken atomic charge list, values in e, 8 entries:
1 C -1.605
2 C 0.526
3 C -1.359
4 N 0.266
5 C -1.529
6 C 0.327
7 C -0.530
8 N 0.321